C4H2N2S | wB97M-V/def2-TZVPD

ORCA input file:
```
! wB97M-V def2-TZVPD RIJCOSX def2/J DEFGRID3
* xyz 0 1
C 2.3327 -0.9022 0.2832
C 1.2121 -0.7006 -0.0932
C -0.1580 -0.3283 -0.3816
C -0.8079 -1.0702 -1.4257
N -1.2966 -1.6918 -2.2658
N -0.8762 0.5972 0.1542
S -0.1420 1.5442 1.3869
H 3.2173 -1.3444 0.6388
H -1.2086 2.3075 1.6557
*
```

## Properties
- ΔE to the lowest compared entry with this formula, charge and spin (kcal per mole) = 59.0
- Kohn-Sham gap (eV) = 8.8766
- HOMO level (eV) = -9.67

Atom charges from the natural (NBO) analysis, given in e for atoms 1 to 2: atom 1 (C): -0.109, atom 2 (C): -0.097

C4H2N2S2 | wB97M-V/def2-TZVPD

ORCA input file:
```
! wB97M-V def2-TZVPD RIJCOSX def2/J DEFGRID3
* xyz 0 1
N 2.8174 0.1630 -1.3053
C 1.5187 -0.1218 -1.0092
C 0.3304 -0.1024 -0.0309
C -0.1892 1.2599 0.4771
N -1.4054 1.1897 0.9753
S -2.3404 -0.2977 0.5514
C -0.9009 -1.0810 -0.2963
S -1.0172 -2.3295 -1.2772
H 0.6231 -0.7656 0.9310
H 0.5634 2.0853 0.9841
*
```

## Properties
- ΔE to the lowest compared entry with this formula, charge and spin (kcal per mole) = 80.4
- Kohn-Sham gap (eV) = 8.5209
- HOMO level (eV) = -9.42

Atom charges from the natural (NBO) analysis, given in e for atoms 1 to 2: atom 1 (N): -0.256, atom 2 (C): 0.272

C4H2N4 | wB97M-V/def2-TZVPD

ORCA input file:
```
! wB97M-V def2-TZVPD RIJCOSX def2/J DEFGRID3
* xyz 0 1
N -2.2791 2.2500 -0.3476
C -1.6618 1.3523 0.2593
C -0.7358 0.4253 0.3451
C -0.1451 0.1699 -0.9137
N 0.8543 -0.7239 -0.9665
C 1.3616 -1.2526 0.2361
N 1.0214 -0.7245 1.3539
N 0.0252 0.2263 1.4747
H -0.6910 0.3363 -1.8091
H 2.2503 -2.0591 0.3676
*
```

## Properties
- ΔE to the lowest compared entry with this formula, charge and spin (kcal per mole) = 77.8
- Kohn-Sham gap (eV) = 8.5892
- HOMO level (eV) = -10.16

Atom charges from the natural (NBO) analysis, given in e for atoms 1 to 2: atom 1 (N): -0.224, atom 2 (C): 0.236